Record 1
{"formula": "C3HCl2N2", "method": "ωB97M-V/def2-TZVPD", "charge": 1, "relative_energy_kcal_mol": 3.95, "smiles": "ClC1=NC(Cl)=[N+]=C1", "lumo_ev": -8.75, "homo_lumo_gap_ev": 8.1, "homo_energy_ev": -16.809, "elements": ["Cl", "C", "N", "C", "Cl", "N", "C", "H"], "coordinates": [[-0.413, -2.836, -0.056], [0.731, -1.651, 0.033], [2.053, -1.684, 0.079], [2.387, -0.388, -0.099], [4.051, 0.005, -0.086], [1.373, 0.539, -0.102], [0.329, -0.180, 0.001], [-0.721, 0.293, 0.097]]}

Record 2
{"formula": "C15H17F3O4", "method": "ωB97M-V/def2-TZVPD", "charge": 0, "smiles": "CC1=CC(=O)C[C@@](C)(C(F)(F)F)[C@@]1(O)/C=C/C(C)=C/C(=O)O", "lumo_ev": -0.47, "homo_lumo_gap_ev": 8.5, "homo_energy_ev": -8.935, "elements": ["C", "C", "C", "C", "O", "C", "C", "C", "C", "F", "F", "F", "C", "O", "C", "C", "C", "C", "C", "C", "O", "O", "H", "H", "H", "H", "H", "H", "H", "H", "H", "H", "H", "H", "H", "H", "H", "H", "H"], "coordinates": [[0.062, -2.620, -1.788], [0.369, -2.315, -0.272], [1.216, -3.241, 0.330], [1.491, -3.192, 1.666], [2.031, -4.119, 2.193], [0.928, -2.089, 2.516], [0.569, -0.707, 1.769], [-0.192, 0.179, 2.844], [1.864, 0.122, 1.375], [1.686, 1.355, 0.979], [2.719, 0.231, 2.445], [2.471, -0.457, 0.303], [-0.328, -1.182, 0.590], [-1.454, -1.859, 1.091], [-0.772, 0.030, -0.217], [0.049, 0.744, -1.048], [-0.491, 1.998, -1.580], [0.239, 2.560, -2.739], [-1.611, 2.693, -1.084], [-2.198, 3.948, -1.579], [-2.886, 4.433, -0.730], [-2.042, 4.402, -2.829], [-0.344, -1.811, -2.260], [1.006, -2.850, -2.281], [-0.580, -3.511, -1.743], [1.654, -4.027, -0.298], [1.554, -1.821, 3.308], [0.013, -2.533, 2.989], [-1.303, -0.110, 2.808], [0.318, 0.131, 3.858], [-0.184, 1.248, 2.540], [-1.909, -2.202, 0.258], [-1.752, 0.372, 0.065], [0.987, 0.399, -1.397], [0.678, 3.536, -2.449], [-0.332, 2.757, -3.591], [1.054, 1.904, -3.115], [-2.169, 2.276, -0.171], [-2.414, 5.328, -2.755]]}

Record 3
{"formula": "C19H17NO5", "method": "ωB97M-V/def2-TZVPD", "charge": 0, "relative_energy_kcal_mol": 12.32, "smiles": "COc1cc(OC)cc(C(=O)OCc2cc3ccccc3[nH]c2=O)c1", "lumo_ev": 0.02, "homo_lumo_gap_ev": 8.5, "homo_energy_ev": -8.482, "elements": ["C", "O", "C", "C", "C", "O", "C", "C", "C", "C", "O", "O", "C", "C", "C", "C", "C", "C", "C", "C", "C", "N", "C", "O", "C", "H", "H", "H", "H", "H", "H", "H", "H", "H", "H", "H", "H", "H", "H", "H", "H", "H"], "coordinates": [[0.318, 2.341, -6.424], [1.354, 1.538, -5.908], [1.243, 1.086, -4.631], [2.283, 0.279, -4.180], [2.276, -0.247, -2.891], [3.342, -1.029, -2.569], [3.377, -1.617, -1.290], [1.221, 0.043, -2.034], [0.186, 0.853, -2.489], [-0.968, 1.177, -1.618], [-1.965, 1.748, -1.990], [-0.784, 0.780, -0.352], [-1.885, 0.984, 0.532], [-1.659, 0.152, 1.756], [-1.346, 0.683, 2.957], [-1.123, -0.132, 4.109], [-0.808, 0.391, 5.368], [-0.603, -0.445, 6.441], [-0.707, -1.826, 6.281], [-1.014, -2.367, 5.052], [-1.225, -1.529, 3.956], [-1.533, -2.033, 2.723], [-1.772, -1.298, 1.578], [-2.057, -1.862, 0.541], [0.184, 1.374, -3.778], [0.608, 2.571, -7.448], [-0.638, 1.809, -6.427], [0.213, 3.273, -5.859], [3.103, 0.052, -4.840], [4.292, -2.207, -1.264], [2.516, -2.274, -1.127], [3.411, -0.860, -0.500], [1.171, -0.348, -1.033], [-1.958, 2.049, 0.780], [-2.803, 0.673, 0.018], [-1.261, 1.755, 3.071], [-0.729, 1.462, 5.483], [-0.361, -0.036, 7.409], [-0.545, -2.476, 7.127], [-1.095, -3.437, 4.926], [-1.611, -3.038, 2.619], [-0.651, 1.988, -4.072]]}

Record 4
{"formula": "C6H10ClN", "method": "ωB97M-V/def2-TZVPD", "charge": 0, "relative_energy_kcal_mol": 82.06, "smiles": "C=C(Cl)[C@H]1CCN1C", "lumo_ev": 0.84, "homo_lumo_gap_ev": 9.1, "homo_energy_ev": -8.288, "elements": ["C", "C", "Cl", "C", "C", "C", "N", "C", "H", "H", "H", "H", "H", "H", "H", "H", "H", "H"], "coordinates": [[-0.874, 1.500, 1.971], [-0.074, 1.359, 0.870], [1.690, 1.629, 0.976], [-0.498, 0.458, -0.274], [-0.046, 0.741, -1.730], [0.792, -0.677, -1.489], [-0.156, -0.912, -0.341], [0.168, -1.913, 0.622], [-0.532, 2.096, 2.826], [-2.048, 1.400, 2.132], [-1.542, 0.620, -0.360], [0.653, 1.517, -1.819], [-0.872, 0.636, -2.429], [0.694, -1.336, -2.364], [1.778, -0.522, -1.290], [-0.705, -2.531, 1.274], [0.900, -1.312, 1.381], [0.673, -2.753, 0.043]]}

Record 5
{"formula": "C3H4O3", "method": "ωB97M-V/def2-TZVPD", "charge": 0, "relative_energy_kcal_mol": 75.21, "lumo_ev": 0.94, "homo_lumo_gap_ev": 11.2, "homo_energy_ev": -10.278, "elements": ["O", "C", "C", "O", "C", "O", "H", "H", "H", "H"], "coordinates": [[1.461, -0.431, -0.059], [0.342, -0.497, 0.711], [-0.861, -0.576, -0.246], [-0.451, 0.504, -1.119], [0.567, 1.013, -0.390], [0.288, 1.019, 0.936], [0.332, -1.087, 1.634], [-0.936, -1.483, -0.845], [-1.801, -0.326, 0.247], [1.059, 1.865, -0.868]]}

Record 6
{"formula": "C2H2ClF2NO2", "method": "ωB97M-V/def2-TZVPD", "charge": 0, "relative_energy_kcal_mol": 99.48, "smiles": "[O-]/[N+](OCl)=C(/F)CF", "lumo_ev": [-1.06, -1.06], "homo_lumo_gap_ev": [8.6, 8.6], "homo_energy_ev": [-9.648, -9.648], "elements": ["O", "N", "O", "Cl", "C", "F", "C", "F", "H", "H"], "coordinates": [[-0.775, -1.593, -0.703], [-0.830, -0.390, -0.548], [-2.084, 0.249, -0.767], [-3.132, 0.172, 0.601], [0.144, 0.418, -0.256], [-0.156, 1.719, -0.141], [1.469, -0.014, 0.281], [1.292, -0.931, 1.280], [1.964, 0.857, 0.727], [2.107, -0.486, -0.474]]}

Record 7
{"formula": "C2H3CoO2", "method": "ωB97M-V/def2-TZVPD", "charge": 1, "relative_energy_kcal_mol": 98.44, "lumo_ev": [-5.94, -7.52], "spin_multiplicity": 6, "homo_lumo_gap_ev": [9.1, 8.0], "homo_energy_ev": [-15.081, -15.522], "elements": ["O", "Co", "O", "C", "C", "H", "H", "H"], "coordinates": [[0.465, 1.632, 0.618], [1.756, 0.042, 0.262], [1.578, 1.921, -0.112], [-0.950, -0.252, -0.141], [0.172, -1.080, -0.137], [-1.862, -0.502, 0.423], [-1.118, 0.364, -1.040], [-0.040, -2.126, 0.127]]}

Record 8
{"formula": "C10H16O", "method": "ωB97M-V/def2-TZVPD", "charge": 0, "relative_energy_kcal_mol": 24.92, "smiles": "CCc1ccc(O)cc1.CC", "lumo_ev": 0.82, "homo_lumo_gap_ev": 9.2, "homo_energy_ev": -8.348, "elements": ["C", "C", "C", "C", "C", "C", "O", "C", "C", "H", "H", "H", "H", "H", "H", "H", "H", "H", "H", "C", "C", "H", "H", "H", "H", "H", "H"], "coordinates": [[-3.381, 0.196, -0.554], [-2.088, 0.167, 0.304], [-0.876, 0.413, -0.561], [-0.295, -0.671, -1.177], [0.852, -0.589, -1.985], [1.366, 0.688, -2.207], [2.446, 0.981, -2.992], [0.778, 1.787, -1.582], [-0.312, 1.680, -0.765], [-3.758, -0.820, -0.727], [-3.280, 0.604, -1.555], [-4.156, 0.701, 0.019], [-2.208, 0.968, 1.034], [-1.952, -0.785, 0.810], [-0.697, -1.671, -1.042], [1.326, -1.476, -2.381], [2.940, 0.183, -3.218], [1.265, 2.732, -1.798], [-0.766, 2.554, -0.316], [1.723, -0.705, 1.862], [1.555, -1.222, 3.271], [2.683, -0.754, 1.345], [1.018, -1.255, 1.236], [1.432, 0.342, 1.791], [1.645, -2.290, 3.483], [2.183, -0.801, 4.065], [0.557, -0.956, 3.640]]}